(1)
One molecule with the formula C20H25N3O4. Source: the Open Molecules 2025 dataset; level of theory: ωB97M-V with the def2-TZVPD basis set.

```
52
Properties=species:S:1:pos:R:3:forces:R:3:lowdin_charge:R:1
O 0.3077 5.1335 0.1682 0.2 0.1 -0.1 0.063
O 1.4616 0.2712 1.0585 0.3 -0.3 -0.5 -0.097
O 3.1126 -0.0801 -1.2668 -0.4 -0.2 -0.1 -0.085
O -2.2418 -1.2928 0.7833 0.0 0.2 0.3 0.056
N -0.9213 3.9245 1.6228 -0.2 -0.2 0.2 0.009
N -2.0032 -3.2465 -0.3341 -0.1 -0.4 0.0 0.065
N -2.5860 0.1867 -1.4601 -0.6 -0.1 0.0 0.015
C -2.4878 -1.2437 -1.6089 0.0 0.3 0.2 -0.105
C -0.0453 -4.4018 0.6064 -0.1 0.2 0.0 -0.128
C -1.5205 -4.0142 0.7923 0.1 -0.1 0.1 -0.168
C -0.3493 0.7819 -2.2368 -0.2 -0.1 0.1 -0.014
C -2.2170 -1.9181 -0.2581 -0.1 0.0 -0.5 -0.469
C 3.6183 0.9459 -0.4389 0.2 0.4 0.2 -0.070
C 0.7787 -3.2357 0.1254 0.1 -0.1 -0.1 -0.245
C -0.9588 4.9403 2.6435 0.0 0.2 0.1 -0.068
C -1.4436 0.9766 -1.3926 0.3 0.2 -0.1 -0.254
C 1.5053 -0.9339 0.4120 0.1 0.2 0.1 -0.181
C -1.4271 2.0660 -0.5220 0.1 0.0 0.0 0.021
C 2.2654 -2.2321 -1.4634 0.0 0.3 0.1 0.001
C 0.5242 0.4404 2.0948 -0.2 0.0 0.2 -0.068
C 0.7079 1.6711 -2.2285 0.0 0.1 0.1 -0.067
C 1.5002 -3.3077 -1.0539 -0.1 0.0 0.1 -0.051
C 0.7113 2.7542 -1.3697 0.0 0.2 0.1 -0.038
C -0.3534 2.9443 -0.4945 0.1 -0.2 -0.4 -0.139
C 2.3025 -1.0436 -0.7441 0.1 -0.2 0.0 -0.214
C -0.2891 4.1077 0.4360 -0.1 0.0 0.2 -0.461
C 0.7954 -2.0457 0.8424 0.1 0.0 0.0 0.024
H 1.4916 -4.2120 -1.6449 0.0 -0.1 0.0 0.107
H 2.8498 1.6750 -0.1791 0.1 -0.1 0.0 0.070
H 0.5624 1.5006 2.3418 0.0 0.0 0.0 0.087
H -1.6872 -1.4966 -2.3047 -0.1 -0.1 0.0 0.113
H -1.9076 -3.6704 -1.2439 0.0 0.2 0.0 0.148
H -2.1346 -4.9119 0.9132 0.0 0.1 0.1 0.119
H -3.2379 0.4176 -0.7175 0.2 -0.1 -0.1 0.123
H 4.3985 1.4285 -1.0275 0.0 0.0 0.1 0.097
H 4.0542 0.5371 0.4762 0.0 0.0 0.0 0.101
H 2.8589 -2.2867 -2.3624 0.1 0.0 -0.1 0.119
H -0.3275 -0.0523 -2.9216 0.0 -0.1 -0.1 0.107
H 1.5240 3.4636 -1.3608 0.1 0.1 0.0 0.118
H -1.9877 5.2341 2.8630 0.1 0.0 0.0 0.083
H 1.5392 1.5102 -2.8977 0.1 0.0 0.0 0.112
H 0.7944 -0.1440 2.9813 0.0 0.0 0.0 0.099
H 0.3387 -4.7694 1.5607 0.0 -0.1 0.0 0.120
H -2.2890 2.2256 0.1129 -0.1 0.0 0.1 0.119
H 0.0284 -5.2143 -0.1196 0.0 0.0 0.0 0.109
H -0.4843 4.5886 3.5624 0.0 0.1 0.0 0.082
H -0.4844 0.1682 1.7695 0.0 0.0 0.0 0.080
H -0.4117 5.8010 2.2612 -0.1 0.0 0.1 0.083
H 0.2192 -1.9833 1.7502 -0.1 0.1 0.1 0.112
H -1.3707 3.0447 1.8158 0.1 0.0 -0.1 0.115
H -3.4340 -1.6231 -2.0118 0.2 -0.1 0.0 0.130
H -1.6492 -3.3792 1.6700 0.0 -0.1 -0.1 0.116
```
Forces are in eV/Å.

LUMO energy = 0.613 eV
DFT total energy = -1242.36833 hartree
ΔE to the lowest compared entry with this formula, charge and spin = 211.66 kJ/mol

---

(2)
One molecule with the formula C20H25N3OS. Source: the Open Molecules 2025 dataset; level of theory: ωB97M-V with the def2-TZVPD basis set.

```
50
Properties=species:S:1:pos:R:3:forces:R:3:lowdin_charge:R:1
S 2.0198 2.6389 -0.9499 -1.6 -1.1 -1.6 1.034
O 1.3074 0.0238 -2.3687 2.1 -0.6 -1.2 0.041
N -0.0867 -0.1786 0.6581 8.7 -1.8 1.5 0.061
N -0.7487 0.5490 -2.7865 -11.2 -3.6 -5.5 0.065
N -1.9329 0.1627 -0.2574 -1.5 2.1 -0.4 0.161
C -1.6979 1.2995 0.6314 5.4 -9.6 -4.8 -0.211
C -0.4134 3.1570 -1.8029 6.0 4.4 4.9 -0.087
C -1.0500 -1.8709 -1.1017 3.4 1.3 -1.7 -0.058
C 1.7806 -4.0523 0.6920 4.2 -3.8 2.7 -0.109
C 0.6522 -2.3868 2.1927 4.6 -3.2 7.5 -0.234
C -0.8573 -0.5766 -0.3014 -6.2 -0.5 -0.7 -0.312
C 0.1751 1.9975 1.8082 7.0 4.3 7.3 -0.127
C -1.7300 3.1669 1.7274 -2.1 5.2 3.9 -0.054
C -1.8182 -1.7260 -2.4657 14.2 -9.0 -1.6 -0.112
C 0.4143 2.2098 -1.7745 6.7 -5.1 -1.9 -0.348
C 1.5401 -1.2131 2.1095 2.8 -2.3 1.5 -0.159
C -0.3997 3.1753 2.4165 -6.8 -5.2 -7.7 0.010
C 1.3848 -3.6943 2.0980 0.4 -3.3 1.2 -0.286
C 1.3019 4.1603 -0.6497 12.8 0.1 5.7 -0.516
C -2.4729 2.2624 0.7982 0.6 7.6 5.0 -0.044
C -0.2555 1.0790 1.0657 -9.7 -0.8 -3.0 -0.214
C 0.1660 4.2781 -0.9798 -15.4 3.1 -5.7 -0.228
C 0.4388 0.8403 -2.5810 2.9 4.2 6.4 -0.566
C -1.0265 -0.7722 -3.4538 0.7 -3.9 0.4 -0.119
C 1.3329 -0.6929 0.8020 -7.6 -4.3 1.4 -0.114
H -0.2208 -2.5115 1.8055 -5.3 0.5 -3.5 0.048
H 2.5697 -3.5009 0.3570 1.9 2.7 -0.9 0.029
H 1.2323 -0.6060 2.8928 -0.4 2.0 1.1 0.089
H -2.1035 -2.7710 -2.7963 0.5 1.4 -0.2 0.152
H -1.6368 -0.8313 -4.3678 0.1 1.3 0.2 0.112
H 1.9466 4.8185 0.0055 -1.0 -0.5 -1.0 0.110
H -3.4144 2.5855 0.4932 -1.3 -0.2 -0.6 0.095
H 0.3536 -2.6168 3.2945 0.1 1.4 -1.1 0.148
H 1.4082 -1.3049 -0.0060 0.6 -2.7 -1.8 0.099
H -1.2896 3.1463 -2.0991 -8.2 0.1 -3.1 0.033
H 1.1270 1.8039 2.2959 0.8 -0.2 -0.3 0.116
H 2.2598 -3.7016 2.8213 -0.9 0.1 -0.9 0.119
H -0.1263 3.9133 3.0582 1.2 1.6 1.6 0.056
H -0.1415 -1.4421 -3.7317 -0.4 2.0 0.4 0.138
H -1.8418 1.0098 -2.7053 5.0 -0.6 0.2 0.274
H -0.6147 5.1587 -0.9952 2.2 -1.3 0.8 0.160
H -2.4506 4.1233 2.1963 1.9 -2.6 -1.7 0.139
H -0.0480 -2.2180 -1.3770 0.3 0.2 -0.4 0.101
H 1.8682 -0.0147 0.5726 7.1 9.3 -2.7 0.013
H 2.4213 -5.0586 0.5104 -2.4 1.4 0.7 0.136
H -1.2502 -2.6700 -0.4699 -1.6 -1.3 1.3 0.086
H 2.7328 -1.4443 2.3982 -3.2 0.3 -1.1 0.204
H 0.6914 -4.5609 2.5107 1.2 1.6 -0.8 0.140
H -2.4871 -1.2419 -2.3117 -15.2 9.4 3.6 -0.075
H 0.9905 -3.9018 0.1214 -3.5 0.0 -3.2 0.005
```
Forces are in eV/Å.

LUMO energy = 0.634 eV
DFT total energy = -1414.26107 hartree
ΔE to the lowest compared entry with this formula, charge and spin = 1602.14 kJ/mol

---

(3)
One molecule with the formula C20H25N5O5. Source: the Open Molecules 2025 dataset; level of theory: ωB97M-V with the def2-TZVPD basis set.

```
55
Properties=species:S:1:pos:R:3:forces:R:3:lowdin_charge:R:1
O -0.5988 -2.6055 -4.3536 0.0 -0.1 -0.4 0.073
O -2.8511 -3.0963 -0.4439 -0.3 -0.1 0.0 0.061
O 3.6854 -0.3911 2.7338 0.1 0.0 0.2 -0.127
O -2.6428 -0.1354 3.6526 -0.3 0.0 0.3 -0.008
O -2.8212 0.4272 0.0278 0.1 0.0 -0.3 -0.034
N 1.0631 -0.6158 -0.4578 0.3 0.0 -0.3 0.230
N -0.6219 -1.3271 0.8343 0.4 0.0 -0.3 0.081
N 0.3517 -1.6272 -2.5340 0.0 0.0 -0.1 0.016
N 1.0560 0.1451 1.7770 -0.1 0.2 0.2 -0.050
N -1.6593 -2.8034 -2.3638 -0.4 -0.2 -0.2 0.213
C -1.0899 2.1643 0.1110 -0.3 -0.1 0.2 -0.015
C -1.6348 0.9783 -1.9001 -0.1 0.0 0.2 -0.004
C 1.2338 3.3310 -2.6500 0.0 -0.1 0.1 -0.051
C -0.6281 -2.3583 -3.1688 0.1 0.0 0.0 -0.481
C -0.6562 1.6717 -2.5786 -0.1 0.0 0.1 -0.046
C -2.1043 -0.0491 2.3576 0.3 -0.1 -0.6 -0.342
C 2.6065 -1.2214 3.0897 -0.3 0.0 0.1 -0.181
C 3.4927 0.1809 1.4560 -0.2 0.2 -0.2 -0.179
C 1.4769 -1.1097 -3.2781 0.2 0.0 -0.2 -0.001
C -1.8794 -2.6152 -0.9971 0.3 0.1 0.1 -0.407
C 0.1344 2.6122 -1.9276 0.0 0.1 0.0 -0.290
C 2.1892 0.9816 1.4014 0.4 0.0 -0.1 -0.130
C 0.5316 -0.6057 0.7609 -0.3 -0.2 -0.3 -0.300
C 1.2853 -0.4411 3.0904 0.3 -0.3 0.1 -0.112
C -1.6182 -1.4299 1.8695 -0.4 0.3 0.6 -0.050
C -1.8510 1.2048 -0.5412 0.0 0.0 -0.2 -0.262
C -0.1101 2.8530 -0.5846 0.0 0.0 -0.2 -0.053
C -3.1413 0.5602 1.3877 0.1 0.1 0.5 -0.126
C -0.8312 -1.8264 -0.4440 0.6 0.0 -0.6 -0.087
C 0.2225 -1.3556 -1.2074 -0.9 -0.3 1.1 -0.231
H -2.3658 -3.3434 -2.8511 0.2 0.1 0.1 0.169
H -1.2376 0.6114 2.4546 -0.1 -0.1 0.0 0.126
H 2.1836 2.8179 -2.4922 0.1 0.0 -0.1 0.078
H -3.4288 -0.6954 3.6321 0.0 0.0 0.0 0.103
H 1.2679 -1.2473 -4.3371 0.0 0.0 0.1 0.092
H -1.2312 -1.9877 2.7306 -0.1 0.1 -0.1 0.128
H -2.4501 -1.9971 1.4400 0.1 0.0 0.1 0.127
H 3.4566 -0.6048 0.6883 0.1 0.1 0.1 0.119
H 2.8309 -1.6041 4.0868 -0.1 -0.1 -0.1 0.129
H 2.5286 -2.0637 2.3829 0.0 0.0 0.1 0.133
H -4.0814 0.0063 1.4961 0.1 0.1 0.1 0.143
H -0.5063 1.4792 -3.6310 0.0 0.0 -0.1 0.117
H 0.4766 3.5947 -0.0614 0.1 0.1 0.1 0.116
H 4.3546 0.8254 1.2806 -0.1 0.0 -0.1 0.128
H 2.3857 -1.6494 -3.0082 0.0 0.0 0.0 0.099
H -1.2466 2.3903 1.1537 0.0 0.0 0.1 0.111
H 1.0398 3.3619 -3.7192 0.0 0.0 -0.1 0.077
H 1.3391 4.3489 -2.2814 0.1 0.1 0.0 0.077
H 1.6042 -0.0552 -3.0391 0.0 0.0 0.0 0.078
H -2.2510 0.2488 -2.4025 -0.1 -0.1 -0.1 0.126
H 0.4654 -1.0930 3.3791 -0.1 0.0 0.1 0.110
H 1.3514 0.3828 3.8070 -0.1 -0.1 0.0 0.137
H 2.0179 1.3616 0.3962 0.1 0.1 0.1 0.105
H -3.3238 1.6081 1.6591 0.0 -0.1 0.0 0.137
H 2.2305 1.8072 2.1171 0.0 0.0 0.0 0.133
```
Forces are in eV/Å.

LUMO energy = 0.570 eV
DFT total energy = -1427.16880 hartree

---

(4)
One molecule with the formula C20H25NO2. Source: the Open Molecules 2025 dataset; level of theory: ωB97M-V with the def2-TZVPD basis set.

```
48
Properties=species:S:1:pos:R:3:forces:R:3:lowdin_charge:R:1
O 2.5605 2.4614 -0.7588 0.3 0.0 0.2 -0.036
O 2.0446 -2.0158 1.0455 0.0 -0.1 0.1 0.042
N -2.2201 1.2483 0.4262 -0.1 0.0 0.1 -0.190
C 0.1049 2.5765 -0.7323 0.3 -0.2 -0.3 -0.173
C 2.9441 1.3864 -0.0199 0.3 -0.1 0.1 -0.254
C 1.3879 2.3810 -1.5428 -0.5 0.1 -0.1 -0.197
C 3.9508 -0.7175 1.5109 -0.3 -0.3 -0.1 -0.016
C -1.1372 2.2356 -1.5508 0.0 0.1 0.3 -0.185
C -0.6129 -3.6048 -1.7092 -0.1 -0.1 -0.1 -0.099
C 2.2235 0.2042 0.0979 -0.3 0.0 -0.1 0.041
C -0.7963 -3.7822 -0.3481 0.0 0.0 -0.1 -0.089
C 1.3855 -2.3426 -1.2717 0.2 0.1 0.2 -0.025
C 0.4839 -2.8930 -2.1642 -0.1 0.0 0.0 -0.081
C -3.2359 1.3805 1.4574 -0.1 0.2 0.1 -0.194
C -2.3800 2.1861 -0.6622 0.1 0.0 -0.2 -0.215
C 4.6529 0.4702 1.4047 -0.1 0.1 -0.1 -0.078
C 2.7365 -0.8475 0.8499 0.4 0.4 0.1 -0.248
C -2.3037 -0.8610 1.4073 0.0 0.0 -0.1 -0.168
C 1.1821 -2.4934 0.0967 -0.3 -0.2 -0.3 -0.262
C 4.1667 1.5122 0.6431 -0.1 0.2 -0.1 -0.015
C -2.2385 -0.1544 0.0563 0.1 -0.1 0.0 -0.190
C 0.0936 -3.2314 0.5535 0.3 0.2 0.1 -0.020
C -3.1438 0.0870 2.2783 0.0 0.1 0.0 -0.156
H 4.7109 2.4372 0.5433 0.1 0.1 0.0 0.115
H -2.6613 0.2639 3.2377 0.0 0.0 0.0 0.103
H 1.4924 3.1822 -2.2805 0.0 -0.1 0.0 0.132
H -1.2899 2.9789 -2.3357 0.0 0.0 -0.1 0.116
H -4.2430 1.4810 1.0156 0.0 0.0 0.0 0.116
H 0.0536 3.6097 -0.3862 0.0 0.0 0.1 0.123
H 5.5969 0.5783 1.9167 0.1 0.0 0.0 0.106
H -2.7382 -1.8551 1.3264 0.0 -0.1 0.0 0.101
H -3.2656 1.9451 -1.2813 0.0 0.0 0.1 0.122
H -0.0333 -3.3642 1.6165 0.0 0.0 0.1 0.121
H -3.1233 -0.4026 -0.5583 0.0 0.0 0.0 0.128
H -1.0020 1.2667 -2.0363 0.0 0.0 -0.1 0.105
H 4.3205 -1.5414 2.0994 0.0 -0.1 0.1 0.115
H -4.1362 -0.3191 2.4698 0.0 0.0 0.1 0.102
H -2.5384 3.1738 -0.2199 -0.1 0.0 -0.1 0.123
H 0.6464 -2.7687 -3.2250 0.0 0.0 -0.1 0.104
H 2.2530 -1.8084 -1.6314 0.0 0.0 0.0 0.121
H 0.1220 1.9375 0.1511 0.0 0.0 0.0 0.103
H -1.3451 -0.4268 -0.5065 0.0 -0.1 -0.1 0.104
H -1.2982 -0.9559 1.8141 0.0 -0.1 0.0 0.100
H -1.6392 -4.3513 0.0146 -0.1 0.0 0.0 0.105
H -1.3140 -4.0279 -2.4125 -0.1 0.0 -0.1 0.099
H 1.3581 1.4248 -2.0822 0.0 0.1 0.0 0.123
H -3.0357 2.2736 2.0530 -0.1 0.0 0.0 0.117
H 1.2601 0.0826 -0.3701 -0.1 0.1 -0.1 0.103
```
Forces are in eV/Å.

LUMO energy = 0.891 eV
DFT total energy = -982.32375 hartree
ΔE to the lowest compared entry with this formula, charge and spin = 127.72 kJ/mol

---

The evaluated gap between HOMO and LUMO for the records listed, in turn: 8.51 8.63 8.38 9.07 eV.